[1]
141
Properties=species:S:1:pos:R:3 method="wB97M-V/def2-TZVPD" orbital_gap_ha=0.2809 lumo_ev=-0.53 total_charge=0 smiles="CCc1c(CNC)ccc2c1C(=O)C=C(C[C@H](C)I)C2=O.O=C1OCCO1.O=C1OCCO1.O=C1OCCO1.O=C1OCCO1.O=C1OCCO1.O=C1OCCO1.O=C1OCCO1.O=C1OCCO1.O=C1OCCO1.O=C1OCCO1" homo_ev=-8.2
C 2.393 2.605 2.892
C 2.597 1.183 3.445
C 2.865 0.145 2.378
C 1.877 -0.214 1.451
C 0.468 0.388 1.471
N -0.511 -0.709 1.648
C -1.539 -0.410 2.648
C 2.066 -1.159 0.450
C 3.308 -1.820 0.367
C 4.261 -1.486 1.305
C 4.084 -0.516 2.292
C 5.243 -0.273 3.217
O 5.563 0.817 3.631
C 6.022 -1.504 3.560
C 6.178 -2.438 2.627
C 6.914 -3.729 2.911
C 6.038 -4.923 2.478
C 4.553 -4.773 2.839
I 6.854 -6.684 3.467
C 5.574 -2.202 1.278
O 6.125 -2.550 0.258
H 1.594 2.679 2.157
H 2.150 3.259 3.722
H 3.318 2.931 2.414
H 3.414 1.240 4.156
H 1.718 0.877 4.022
H 0.390 1.070 2.306
H 0.243 0.856 0.513
H -0.917 -0.932 0.752
H -2.387 0.067 2.129
H -1.954 -1.304 3.116
H -1.191 0.229 3.455
H 1.262 -1.374 -0.240
H 3.547 -2.555 -0.388
H 6.414 -1.586 4.567
H 7.886 -3.779 2.425
H 7.003 -3.797 3.995
H 6.121 -5.118 1.413
H 3.945 -4.544 1.963
H 4.365 -4.061 3.641
H 4.181 -5.735 3.192
O -1.988 1.950 0.195
C -3.146 2.050 0.456
O -3.643 2.660 1.551
C -5.070 2.748 1.399
C -5.363 1.625 0.435
O -4.139 1.536 -0.310
H -5.567 2.627 2.351
H -5.320 3.728 0.988
H -5.539 0.673 0.941
H -6.201 1.835 -0.222
O -0.432 -3.808 -3.730
C 0.626 -3.267 -3.800
O 0.972 -2.171 -3.084
C 2.379 -1.953 -3.264
C 2.656 -2.645 -4.576
O 1.644 -3.668 -4.597
H 2.609 -0.891 -3.285
H 2.913 -2.421 -2.434
H 2.516 -1.994 -5.433
H 3.651 -3.083 -4.624
O -6.719 -2.113 -0.867
C -5.551 -2.165 -0.647
O -4.588 -2.149 -1.597
C -3.322 -1.986 -0.943
C -3.610 -2.511 0.446
O -5.010 -2.245 0.594
H -2.543 -2.544 -1.459
H -3.060 -0.924 -0.945
H -3.444 -3.586 0.527
H -3.040 -2.005 1.218
O 1.200 5.408 4.476
C 2.269 5.916 4.400
O 2.649 7.015 5.100
C 4.056 7.187 4.925
C 4.309 6.470 3.618
O 3.281 5.477 3.603
H 4.312 8.243 4.888
H 4.576 6.723 5.765
H 4.182 7.122 2.752
H 5.291 6.005 3.573
O -7.766 2.305 2.546
C -8.681 2.119 1.803
O -9.856 1.565 2.163
C -10.772 1.717 1.069
C -9.843 1.858 -0.114
O -8.672 2.437 0.491
H -11.429 0.856 0.993
H -11.374 2.611 1.238
H -9.575 0.897 -0.554
H -10.239 2.500 -0.886
O 12.651 -10.064 1.770
C 11.539 -9.689 1.592
O 10.947 -8.677 2.274
C 9.707 -8.372 1.629
C 9.387 -9.666 0.915
O 10.685 -10.216 0.677
H 8.949 -8.086 2.356
H 9.865 -7.541 0.937
H 8.820 -10.358 1.540
H 8.856 -9.516 -0.021
O -11.183 1.752 -2.731
C -11.549 2.741 -3.281
O -11.393 2.992 -4.598
C -12.154 4.161 -4.920
C -12.249 4.863 -3.584
O -12.176 3.771 -2.660
H -11.647 4.753 -5.678
H -13.128 3.851 -5.302
H -11.408 5.534 -3.402
H -13.177 5.414 -3.456
O 2.757 0.149 -4.888
C 2.804 1.336 -4.761
O 2.938 2.210 -5.780
C 2.721 3.531 -5.258
C 3.048 3.351 -3.793
O 2.729 1.971 -3.577
H 3.362 4.252 -5.755
H 1.679 3.807 -5.426
H 4.107 3.504 -3.576
H 2.458 3.989 -3.141
O 3.042 5.959 -9.390
C 3.269 4.797 -9.468
O 3.441 3.975 -8.401
C 3.462 2.625 -8.878
C 3.885 2.802 -10.320
O 3.390 4.109 -10.628
H 4.156 2.025 -8.298
H 2.461 2.203 -8.781
H 4.970 2.799 -10.442
H 3.451 2.059 -10.984
O -2.214 -1.987 5.004
C -3.365 -1.772 5.207
O -3.855 -1.126 6.292
C -5.241 -0.856 6.054
C -5.608 -1.914 5.036
O -4.364 -2.138 4.368
H -5.811 -0.935 6.976
H -5.339 0.156 5.659
H -5.932 -2.848 5.500
H -6.369 -1.585 4.333

=====

[2]
115
Properties=species:S:1:pos:R:3 method="wB97M-V/def2-TZVPD" e_above_lowest_kcal_mol=93.4 orbital_gap_ha="0.2178 / 0.2178" lumo_ev="-0.54 / -0.54" total_charge=0 homo_ev="-6.5 / -6.5"
Sc 0.771 2.739 -0.226
C 3.827 3.095 -0.937
O 2.831 2.091 -0.610
C 3.043 0.694 -0.643
C 2.939 0.015 -1.905
C 2.504 0.765 -3.234
C 1.068 0.766 -3.789
C 0.599 -0.181 -4.634
C -0.764 -0.451 -4.773
C -1.564 0.735 -4.715
C -1.288 1.570 -3.628
C -2.405 2.212 -2.658
C -2.918 1.838 -1.141
C -4.117 1.165 -0.784
C -4.229 0.402 0.393
C -3.371 0.749 1.451
C -2.375 1.716 1.356
C -1.743 2.237 2.678
C -0.396 1.715 3.259
C -0.148 1.806 4.635
C 1.124 1.529 5.157
C 2.175 1.060 4.332
C 2.012 0.941 2.946
C 3.241 0.647 2.034
C 3.174 0.017 0.606
C 3.528 -1.340 0.526
C 3.605 -2.054 -0.670
C 3.276 -1.345 -1.857
C 3.880 -3.546 -0.802
C 2.659 -4.229 -1.451
C 5.070 -3.733 -1.783
C 4.158 -4.113 0.594
C 0.710 1.309 2.447
O 0.535 1.299 1.157
C 1.411 1.787 6.589
C 1.952 0.460 7.139
C 2.510 2.860 6.642
C 0.126 2.241 7.261
C -2.230 2.264 0.023
O -1.294 3.323 -0.076
C -1.593 4.730 -0.290
C -5.146 -0.815 0.499
C -6.218 -0.430 1.511
C -5.792 -1.160 -0.856
C -4.358 -2.019 1.077
C 0.083 1.710 -3.395
O 0.474 2.647 -2.553
C -1.271 -1.994 -5.089
C -0.724 -3.138 -4.177
C -0.679 -2.391 -6.424
C -2.790 -2.209 -5.134
H 4.751 2.605 -1.244
H 4.082 3.736 -0.093
H 3.498 3.745 -1.766
H 3.067 0.261 -4.034
H 2.910 1.790 -3.199
H 1.323 -0.795 -5.175
H -2.285 1.048 -5.489
H -3.298 2.135 -3.286
H -2.203 3.307 -2.636
H -4.967 1.144 -1.473
H -3.500 0.214 2.399
H -2.508 2.054 3.443
H -1.671 3.334 2.607
H -0.948 2.074 5.324
H 3.155 0.895 4.797
H 3.952 0.005 2.581
H 3.788 1.603 1.926
H 3.684 -1.906 1.459
H 3.266 -1.918 -2.778
H 2.411 -3.838 -2.445
H 1.769 -4.064 -0.818
H 2.807 -5.319 -1.570
H 4.826 -3.358 -2.801
H 5.339 -4.786 -1.921
H 5.994 -3.202 -1.454
H 3.271 -3.952 1.228
H 5.028 -3.627 1.065
H 4.322 -5.203 0.554
H 2.911 0.173 6.656
H 1.230 -0.370 6.982
H 2.143 0.516 8.220
H 3.448 2.464 6.207
H 2.740 3.193 7.667
H 2.223 3.763 6.069
H -0.639 1.455 7.225
H -0.271 3.178 6.809
H 0.319 2.455 8.323
H -2.675 4.879 -0.164
H -1.308 5.049 -1.312
H -1.080 5.346 0.426
H -6.806 0.438 1.141
H -5.770 -0.126 2.476
H -6.913 -1.239 1.714
H -6.376 -0.306 -1.265
H -6.529 -1.962 -0.702
H -5.045 -1.505 -1.599
H -3.956 -1.810 2.091
H -3.509 -2.310 0.441
H -5.026 -2.896 1.193
H 0.360 -3.049 -3.993
H -0.887 -4.112 -4.677
H -1.233 -3.183 -3.213
H 0.413 -2.511 -6.421
H -0.932 -1.650 -7.205
H -1.127 -3.345 -6.787
H -3.255 -2.241 -4.145
H -2.936 -3.188 -5.620
H -3.289 -1.454 -5.738
Cl -2.341 -1.647 -1.621
C -0.986 -1.760 -0.080
Cl -0.135 -0.039 -1.035
H -0.313 -2.717 -0.846
H -1.499 -1.648 0.847
H 1.317 4.193 0.656

=====

[3]
125
Properties=species:S:1:pos:R:3 method="wB97M-V/def2-TZVPD" e_above_lowest_kcal_mol=16.1 orbital_gap_ha=0.2299 lumo_ev=2.05 total_charge=-1 homo_ev=-4.2
Y -0.918 -0.292 -0.804
C -3.630 -2.059 -2.333
C -2.745 -2.614 -3.437
C -1.325 -3.037 -3.150
C -0.882 -4.214 -3.744
C 0.443 -4.594 -3.641
C 1.309 -3.769 -2.951
C 0.794 -2.622 -2.379
N -0.489 -2.258 -2.451
N -3.337 -0.671 -1.910
C -3.626 0.248 -3.011
C -2.997 1.588 -2.825
C -3.383 2.636 -3.648
C -2.673 3.820 -3.610
C -1.619 3.926 -2.718
C -1.321 2.841 -1.918
N -1.986 1.680 -1.957
C -4.261 -0.315 -0.816
C -3.969 -1.104 0.423
C -4.928 -1.889 1.037
C -4.557 -2.668 2.124
C -3.243 -2.640 2.544
C -2.354 -1.815 1.876
N -2.708 -1.036 0.856
H -4.672 -2.090 -2.690
H -3.537 -2.687 -1.449
H -2.682 -1.913 -4.273
H -3.266 -3.490 -3.831
H -1.587 -4.821 -4.296
H 0.788 -5.514 -4.095
H 2.359 -4.001 -2.839
H 1.449 -1.956 -1.834
H -4.713 0.347 -3.154
H -3.196 -0.136 -3.937
H -4.193 2.487 -4.349
H -2.912 4.630 -4.285
H -0.996 4.807 -2.671
H -0.491 2.873 -1.230
H -5.299 -0.487 -1.134
H -4.145 0.752 -0.615
H -5.936 -1.910 0.645
H -5.282 -3.303 2.616
H -2.891 -3.248 3.365
H -1.315 -1.786 2.180
S -0.878 -0.123 -4.955
C -0.119 1.391 -4.713
C -0.382 2.399 -5.711
N -0.639 3.178 -6.520
C 0.677 1.749 -3.657
S 1.043 0.760 -2.250
C 1.266 3.049 -3.657
N 1.725 4.109 -3.653
C 2.213 3.274 -0.305
Sb 1.567 2.146 1.420
C -0.530 1.512 1.160
C -0.756 0.790 2.429
C -1.994 0.763 3.123
C -2.121 0.092 4.313
C -1.033 -0.611 4.829
C 0.144 -0.546 4.113
N 0.291 0.145 2.982
Si -1.455 3.169 1.418
C -0.744 4.754 0.650
C -1.423 3.722 3.236
C -3.272 3.141 0.864
C 3.041 0.448 1.223
C 2.368 -0.887 1.356
C 2.897 -1.829 2.249
C 2.362 -3.092 2.387
C 1.276 -3.434 1.603
C 0.800 -2.468 0.741
N 1.286 -1.224 0.605
Si 4.067 0.979 2.799
C 4.484 2.826 2.717
C 3.199 0.711 4.445
C 5.753 0.157 3.122
Si 4.440 0.232 -0.091
C 5.736 1.605 -0.055
C 4.146 0.034 -1.928
C 5.318 -1.409 0.263
H 2.552 4.252 0.044
H 1.481 3.412 -1.088
H 3.054 2.753 -0.757
H -2.856 1.267 2.711
H -3.074 0.090 4.830
H -1.093 -1.174 5.750
H 1.033 -1.059 4.464
H 0.338 4.780 0.544
H -1.015 5.558 1.339
H -1.183 4.999 -0.312
H -0.396 4.002 3.486
H -1.768 3.020 3.990
H -2.033 4.628 3.309
H -3.766 2.185 1.045
H -3.346 3.357 -0.204
H -3.835 3.912 1.396
H 3.761 -1.564 2.836
H 2.798 -3.793 3.088
H 0.791 -4.400 1.600
H -0.062 -2.744 0.140
H 3.788 3.405 3.322
H 4.474 3.246 1.712
H 5.489 2.967 3.124
H 2.181 1.087 4.453
H 3.774 1.264 5.194
H 3.195 -0.339 4.745
H 6.480 0.241 2.316
H 5.687 -0.893 3.408
H 6.156 0.694 3.987
H 5.331 2.548 -0.426
H 6.508 1.291 -0.764
H 6.222 1.798 0.899
H 3.851 0.950 -2.434
H 3.424 -0.735 -2.190
H 5.127 -0.273 -2.310
H 5.587 -1.640 1.288
H 6.237 -1.399 -0.332
H 4.700 -2.227 -0.114
C -3.011 -5.301 -0.818
C -1.793 -4.512 -0.326
O -0.779 -5.146 -0.003
O -1.926 -3.247 -0.304
H -2.941 -6.342 -0.509
H -3.031 -5.267 -1.911
H -3.939 -4.859 -0.450